# C16H20GaIN5O11P2S4

A molecular structure, C16H20GaIN5O11P2S4 at a distorted geometry (ωB97M-V/def2-TZVPD, the OMol25 dataset).

Element x y z (Å)
Ga1 -0.713 -1.078 -0.543
N1 3.203 -3.255 -2.359
C1 2.792 -2.720 -0.993
C2 3.872 -3.073 0.017
P1 2.632 -0.872 -1.292
O1 3.660 -0.168 -0.266
O2 3.138 -0.706 -2.681
O3 1.274 -0.472 -0.801
P2 1.178 -3.583 -0.576
O4 0.647 -3.688 -2.090
O5 1.516 -4.879 0.033
O6 0.274 -2.620 0.173
H1 3.515 -2.408 -2.892
H2 2.361 -3.624 -2.820
H3 3.911 -3.980 -2.285
H4 4.822 -2.596 -0.230
H5 3.982 -4.157 0.082
H6 3.571 -2.723 1.003
H7 3.163 0.190 0.486
H8 -0.326 -3.488 -2.171
I1 -6.459 1.965 2.985
C3 -5.538 1.871 1.110
C4 -6.058 2.584 0.040
C5 -5.402 2.495 -1.174
C6 -4.257 1.714 -1.260
N2 -3.760 1.042 -0.229
C7 -4.397 1.107 0.934
H9 -6.952 3.182 0.152
H10 -5.778 3.012 -2.047
H11 -3.736 1.589 -2.202
H12 -3.978 0.537 1.754
N3 4.759 1.762 3.414
C8 3.403 1.559 3.159
C9 2.925 0.273 2.880
C10 1.580 0.059 2.657
C11 0.691 1.131 2.712
C12 1.148 2.404 3.003
C13 2.501 2.616 3.229
S1 -0.991 0.835 2.270
O7 -1.698 2.081 2.374
O8 -1.435 -0.334 2.969
N4 -0.795 0.421 0.724
C14 -0.906 1.337 -0.308
S2 -0.884 3.047 -0.373
C15 -0.904 2.947 -2.108
C16 -0.951 1.659 -2.513
N5 -0.964 0.759 -1.489
H13 5.372 1.081 2.995
H14 5.079 2.703 3.248
H15 3.621 -0.559 2.851
H16 1.210 -0.933 2.425
H17 0.444 3.224 3.035
H18 2.862 3.612 3.454
H19 -0.935 3.840 -2.709
H20 -1.016 1.301 -3.528
O9 -3.538 -2.564 -3.956
S3 -3.398 -1.490 -2.998
O10 -4.611 -1.136 -2.303
O11 -2.597 -0.357 -3.440
S4 -2.128 -2.476 -1.533

The calculated total energy comes out at -169296.036 eV. As for the total charge: -1. The value obtained for the orbital gap is 8.13 eV. The HOMO energy comes out at -0.2218 hartree.

---

# C16H20I2N2OPbSi

A molecular structure, C16H20I2N2OPbSi (ωB97M-V/def2-TZVPD, the OMol25 dataset).

Element x y z (Å)
Pb1 -0.030 -0.061 -0.196
I1 5.494 -0.093 4.411
C1 4.096 -0.540 2.944
C2 4.440 -0.421 1.601
C3 3.510 -0.732 0.620
I2 3.937 -0.420 -1.393
C4 2.247 -1.204 0.968
O1 1.334 -1.583 0.034
C5 1.884 -1.241 2.320
C6 0.453 -1.566 2.630
N1 -0.400 -0.407 2.182
C7 -1.841 -0.627 2.405
C8 -2.424 -1.530 1.348
C9 -3.486 -2.369 1.627
C10 -4.024 -3.140 0.609
C11 -3.479 -3.063 -0.664
C12 -2.414 -2.215 -0.870
N2 -1.902 -1.457 0.114
C13 2.812 -0.927 3.304
H1 5.429 -0.084 1.321
H2 0.292 -1.732 3.696
H3 0.120 -2.447 2.080
H4 -0.104 0.394 2.734
H5 -2.353 0.338 2.373
H6 -2.025 -1.053 3.393
H7 -3.881 -2.422 2.632
H8 -4.855 -3.804 0.810
H9 -3.861 -3.657 -1.481
H10 -1.941 -2.142 -1.842
H11 2.535 -0.990 4.350
C14 -0.383 3.902 1.508
Si1 0.367 3.563 -0.111
C15 2.152 3.259 -0.206
C16 -0.641 3.802 -1.598
H12 -0.323 4.992 1.648
H13 0.162 3.449 2.336
H14 -1.442 3.642 1.545
H15 2.644 4.242 -0.263
H16 2.442 2.697 -1.095
H17 2.528 2.762 0.691
H18 -0.651 4.881 -1.812
H19 -1.676 3.500 -1.434
H20 -0.229 3.299 -2.473

The calculated total energy comes out at -51256.538 eV. As for the total charge: +2. The value obtained for the orbital gap is 5.48 eV. The HOMO energy comes out at -0.4857 hartree.

---

# C16H20N2O2

A molecular structure, C16H20N2O2 at a distorted geometry (ωB97M-V/def2-TZVPD, the OMol25 dataset).

Element x y z (Å)
O1 -1.807 1.924 -2.674
C1 -0.969 1.502 -1.858
N1 0.384 1.377 -2.294
H1 1.023 1.214 -1.737
C2 0.472 1.738 -3.794
H2 1.419 2.658 -3.876
C3 1.269 0.718 -4.518
H3 0.498 -0.431 -4.399
H4 2.175 0.146 -4.113
C4 1.414 0.724 -5.950
O2 0.430 0.578 -6.796
H5 -0.361 1.162 -6.450
H6 1.860 -0.065 -6.392
H7 2.069 1.635 -6.135
H8 -0.303 2.005 -4.329
C5 -1.098 1.314 -0.610
C6 -0.453 0.397 0.154
C7 -0.624 0.080 1.411
C8 -1.688 0.483 2.138
C9 -2.419 1.597 1.391
C10 -2.297 1.742 0.010
H9 -2.664 2.568 -0.580
H10 -3.239 1.983 1.886
N2 -1.620 0.282 3.328
C11 -0.781 -1.025 3.461
C12 -0.043 -0.934 2.464
C13 0.979 -1.696 2.296
C14 1.223 -2.928 3.444
C15 0.951 -1.940 4.717
H11 1.657 -1.202 4.912
H12 1.093 -2.866 5.580
C16 -0.598 -1.527 4.762
H13 -1.202 -2.270 4.988
H14 -0.700 -0.707 5.659
H15 0.272 -3.467 3.268
H16 2.244 -3.447 3.488
H17 1.946 -1.361 2.259
H18 1.271 -2.162 1.378
H19 -2.400 0.434 4.027
H20 0.616 -0.231 -0.514

The calculated total energy comes out at -23978.255 eV. The value obtained for the orbital gap is 8.62 eV. The HOMO energy comes out at -0.2981 hartree.

---

# C16H20N2O4S

A molecular structure, C16H20N2O4S at a distorted geometry (ωB97M-V/def2-TZVPD, the OMol25 dataset).

Element x y z (Å)
C1 -2.650 4.412 -3.314
C2 -2.229 3.236 -2.368
O1 -2.455 1.996 -3.053
C3 -1.918 0.937 -2.353
O2 -1.622 1.082 -1.192
C4 -1.723 -0.355 -3.148
C5 -1.049 -1.482 -2.330
C6 -1.886 -1.981 -1.101
C7 -1.378 -1.523 0.264
C8 0.044 -1.401 0.572
C9 0.509 -1.008 1.801
C10 2.022 -0.947 1.993
C11 2.644 0.458 1.745
O3 3.918 0.539 2.414
C12 4.883 -0.237 1.806
C13 5.192 -1.682 2.266
O4 5.546 0.214 0.904
C14 -0.409 -0.694 2.877
N1 -0.084 -0.317 4.123
S1 -1.571 -0.161 4.821
N2 -2.604 -0.541 3.621
C15 -1.818 -0.833 2.560
C16 -2.275 -1.231 1.266
H1 -2.286 4.236 -4.336
H2 -2.191 5.315 -2.867
H3 -3.743 4.522 -3.240
H4 -1.161 3.403 -2.142
H5 -2.856 3.330 -1.468
H6 -1.050 -0.099 -3.989
H7 -2.690 -0.739 -3.519
H8 -0.014 -1.253 -2.029
H9 -0.967 -2.347 -3.020
H10 -2.935 -1.685 -1.275
H11 -1.832 -3.087 -1.105
H12 0.776 -1.636 -0.211
H13 2.458 -1.626 1.231
H14 2.369 -1.344 2.963
H15 2.764 0.651 0.658
H16 1.975 1.258 2.108
H17 6.259 -1.921 2.204
H18 4.754 -1.813 3.269
H19 4.617 -2.337 1.582
H20 -3.338 -1.314 1.010

The calculated total energy comes out at -38921.338 eV. The value obtained for the orbital gap is 8.23 eV. The HOMO energy comes out at -0.3204 hartree.

---

# C16H20N2O4S

A single C16H20N2O4S molecule at a distorted geometry (ωB97M-V/def2-TZVPD, the OMol25 dataset).

Element x y z (Å)
C1 3.398 0.366 1.603
H1 3.492 -0.413 2.358
H2 3.803 1.285 2.022
C2 4.162 -0.001 0.333
C3 4.002 1.090 -0.722
H3 4.373 2.039 -0.342
H4 4.559 0.837 -1.620
H5 2.957 1.211 -0.995
C4 3.738 -1.374 -0.230
C5 2.312 -1.372 -0.745
O1 2.024 -1.142 -1.896
N1 1.389 -1.643 0.232
C6 0.002 -1.564 0.133
C7 -0.733 -1.383 1.307
C8 -2.103 -1.222 1.249
C9 -2.738 -1.263 0.024
C10 -2.032 -1.498 -1.139
C11 -0.660 -1.650 -1.092
H6 -0.093 -1.809 -1.994
H7 -2.565 -1.560 -2.075
S1 -4.486 -0.896 -0.080
O2 -5.007 -0.748 1.245
O3 -5.112 -1.806 -0.990
N2 -4.560 0.606 -0.806
H8 -4.288 0.568 -1.776
C12 -3.985 1.709 -0.071
C13 -2.491 1.776 -0.155
C14 -1.538 2.046 0.781
C15 -0.290 1.968 0.113
C16 -0.576 1.651 -1.176
O4 -1.904 1.538 -1.350
H9 0.048 1.472 -2.029
H10 0.678 2.136 0.537
H11 -1.703 2.275 1.814
H12 -4.427 2.638 -0.451
H13 -4.289 1.575 0.969
H14 -2.694 -1.054 2.135
H15 -0.222 -1.345 2.258
H16 1.742 -1.738 1.175
H17 4.386 -1.615 -1.073
H18 3.863 -2.140 0.538
H19 5.225 -0.083 0.590
H20 2.344 0.533 1.390

The calculated total energy comes out at -38921.856 eV. Its SMILES is CC(C)CC(=O)Nc1ccc(S(=O)(=O)NCc2ccco2)cc1. The value obtained for the orbital gap is 9.00 eV. The HOMO energy comes out at -0.3124 hartree.

---

Per-record relative energy (zero: lowest compared OMol25 entry of this formula, charge and spin), kcal per mole: 20.1; 25.7; 368.0; 46.9; 35.0